No. 1
{
  "formula": "C33H24CrF4N10",
  "method": "ωB97M-V with the def2-TZVPD basis set",
  "charge": 3,
  "homo_energy_ev": [-16.1, -16.0],
  "lumo_energy_ev": [-10.54, -10.43],
  "s_squared": 0.76,
  "spin_multiplicity": 2,
  "species": ["Cr", "F", "F", "F", "F", "N", "N", "N", "N", "N", "N", "N", "N", "N", "N", "C", "C", "C", "C", "C", "C", "C", "C", "C", "C", "C", "C", "C", "C", "C", "C", "C", "C", "C", "C", "C", "C", "C", "C", "C", "C", "C", "C", "C", "C", "C", "C", "C", "H", "H", "H", "H", "H", "H", "H", "H", "H", "H", "H", "H", "H", "H", "H", "H", "H", "H", "H", "H", "H", "H", "H", "H"],
  "positions_angstrom": [[0.45, -0.63, 0.38], [-1.95, -3.25, -5.89], [-4.76, -3.68, -1.26], [-2.39, -2.55, -1.22], [-4.36, -4.41, -5.93], [-7.61, -4.48, -1.64], [0.52, -1.43, -5.57], [-1.46, -0.96, 1.11], [-0.39, 1.25, 0.18], [0.03, -1.11, -1.37], [-7.37, -5.11, -5.75], [2.13, 0.47, -0.18], [0.97, 0.10, 2.22], [1.09, -2.48, 0.68], [1.03, -4.91, 0.51], [4.43, 1.08, -0.06], [-6.89, -4.48, -2.53], [-6.05, -4.46, -3.67], [-4.73, -4.00, -3.63], [1.77, -0.51, 3.10], [-1.81, 1.05, -0.15], [-0.11, -1.76, -4.68], [-4.12, -3.55, -2.41], [-2.11, -2.78, -3.58], [0.78, 1.42, 2.35], [0.37, 1.94, -0.88], [-0.89, -2.07, -3.53], [2.17, -5.81, 0.43], [3.40, 0.17, 0.10], [2.81, 2.68, -0.79], [2.29, 1.54, 4.20], [-2.66, -3.32, -4.78], [-3.63, 0.01, 1.31], [2.42, 0.16, 4.11], [-3.91, -3.92, -4.80], [-3.09, -1.97, 2.53], [-2.34, -0.01, 0.79], [-1.83, -1.92, 1.96], [-6.73, -4.84, -4.85], [1.83, 1.71, -0.61], [4.13, 2.36, -0.52], [-4.00, -0.99, 2.21], [-2.89, -2.97, -2.41], [1.45, 2.18, 3.30], [-0.28, -5.54, 0.52], [-0.27, 2.01, 1.45], [-0.39, -1.56, -2.36], [1.11, -3.64, 0.58], [-0.39, -6.17, -0.37], [-1.88, 0.69, -1.18], [3.11, -5.27, 0.47], [3.03, -0.38, 4.82], [5.44, 0.80, 0.17], [2.12, -6.52, 1.26], [-0.08, 3.07, 1.25], [0.12, 3.00, -0.92], [-1.07, -2.65, 2.21], [2.83, 2.10, 4.94], [-0.38, -6.17, 1.40], [1.87, -1.58, 2.97], [-4.33, 0.79, 1.04], [4.91, 3.10, -0.65], [2.54, 3.66, -1.13], [-1.23, 1.95, 1.99], [-3.33, -2.76, 3.22], [0.12, 1.49, -1.85], [2.12, -6.38, -0.50], [-2.38, 1.98, -0.08], [-1.07, -4.78, 0.52], [-4.98, -0.98, 2.65], [1.31, 3.25, 3.34], [3.59, -0.83, 0.48]]
}


No. 2
{
  "formula": "C33H25CeN4O3S",
  "method": "ωB97M-V with the def2-TZVPD basis set",
  "charge": 0,
  "e_above_lowest_kcal_mol": 11.8,
  "homo_energy_ev": [-7.8, -7.8],
  "lumo_energy_ev": [-0.90, -0.90],
  "s_squared": 0.75,
  "spin_multiplicity": 2,
  "species": ["Ce", "S", "O", "O", "O", "N", "N", "N", "N", "C", "C", "C", "C", "C", "C", "C", "C", "C", "C", "C", "C", "C", "C", "C", "C", "C", "C", "C", "C", "C", "C", "C", "C", "C", "C", "C", "C", "C", "C", "C", "C", "C", "H", "H", "H", "H", "H", "H", "H", "H", "H", "H", "H", "H", "H", "H", "H", "H", "H", "H", "H", "H", "H", "H", "H", "H", "H"],
  "positions_angstrom": [[-0.64, -0.61, 0.62], [2.17, 0.76, 4.55], [-1.61, -2.36, 2.37], [-2.04, -4.55, -0.11], [-1.35, -2.42, -0.37], [-1.49, 1.02, -1.07], [1.06, -0.64, 2.69], [1.15, -0.62, -1.08], [2.24, 3.97, -8.65], [1.27, 0.13, -2.25], [0.20, 1.32, -5.20], [-1.69, 2.51, -2.80], [4.07, -2.81, 2.66], [-2.84, 2.57, -2.04], [-1.39, 0.87, 2.52], [2.09, 3.36, -5.22], [1.92, 3.51, -7.65], [-1.82, 2.70, 4.70], [0.77, 1.75, -4.00], [-1.99, -3.38, 0.21], [2.31, -1.20, 2.91], [-0.43, 1.10, 3.55], [2.38, -0.35, -2.99], [4.35, -0.99, 4.23], [3.08, -0.55, 3.89], [-0.64, 2.00, 4.60], [-0.85, 1.52, -2.20], [2.13, -1.52, -1.13], [-2.57, 1.62, 2.68], [2.80, -2.37, 2.32], [-2.79, 2.50, 3.73], [1.72, 2.77, -4.02], [-3.65, -1.75, 1.29], [2.92, -1.39, -2.28], [0.58, 1.89, -6.40], [-2.66, 1.64, -1.00], [0.83, 0.36, 3.49], [1.52, 2.92, -6.41], [4.84, -2.12, 3.59], [-2.69, -2.91, 1.54], [0.38, 1.10, -2.72], [-3.36, -4.07, 2.24], [-3.91, -1.27, 2.24], [3.77, -2.00, -2.54], [0.12, 2.12, 5.37], [-3.72, -3.76, 3.23], [0.14, 1.56, -7.33], [-4.20, -4.42, 1.65], [-4.56, -2.12, 0.82], [4.93, -0.48, 4.98], [-1.46, 3.08, -3.68], [-3.73, 3.04, 3.78], [2.18, -2.92, 1.63], [2.71, 0.03, -3.95], [-3.69, 3.20, -2.20], [-3.37, 1.50, 1.96], [-1.99, 3.39, 5.51], [-1.22, -3.10, 2.85], [-0.53, 0.52, -5.17], [2.82, 4.16, -5.24], [-2.67, -4.90, 2.34], [2.16, 3.11, -3.09], [-3.21, -1.00, 0.62], [2.25, -2.26, -0.35], [4.45, -3.71, 2.20], [5.83, -2.48, 3.84], [-3.37, 1.42, -0.22]]
}


No. 3
{
  "formula": "C33H26BrClIMoN3O4S2",
  "method": "ωB97M-V with the def2-TZVPD basis set",
  "charge": 2,
  "e_above_lowest_kcal_mol": 11.1,
  "homo_energy_ev": [-12.8, -13.7],
  "lumo_energy_ev": [-6.80, -6.81],
  "s_squared": 2.07,
  "spin_multiplicity": 3,
  "species": ["I", "Mo", "Br", "Cl", "S", "S", "O", "O", "O", "O", "N", "N", "N", "C", "C", "C", "C", "C", "C", "C", "C", "C", "C", "C", "C", "C", "C", "C", "C", "C", "C", "C", "C", "C", "C", "C", "C", "C", "C", "C", "C", "C", "C", "C", "C", "C", "H", "H", "H", "H", "H", "H", "H", "H", "H", "H", "H", "H", "H", "H", "H", "H", "H", "H", "H", "H", "H", "H", "H", "H", "H", "H"],
  "positions_angstrom": [[-1.81, -1.45, -1.65], [-0.91, -0.61, 0.99], [-3.47, -1.69, 1.43], [1.49, -4.60, 6.78], [2.09, -1.48, 0.08], [-0.46, 3.43, -0.44], [-0.68, -2.71, 1.17], [1.23, -0.10, 0.62], [0.63, 2.29, -0.67], [-0.42, -0.68, 2.88], [-3.24, 5.40, 0.21], [-4.49, 1.41, 2.05], [-1.31, 1.09, 0.63], [-4.06, -5.47, -0.11], [2.27, -0.42, -2.46], [2.80, 2.82, 0.37], [4.36, -0.05, -3.58], [2.95, -0.89, -1.34], [-2.77, -3.17, -0.93], [1.96, 0.73, 1.60], [-1.69, 2.33, 0.38], [-0.26, -3.43, 2.11], [-2.17, 4.44, -4.45], [-3.80, 2.14, 1.50], [-4.10, -4.33, 0.68], [-3.35, -5.46, -1.30], [2.97, 0.01, -3.57], [-1.14, 5.11, -2.39], [-3.45, -3.18, 0.27], [4.34, -0.95, -1.35], [-2.17, 3.11, -4.05], [0.00, -1.60, 3.73], [0.92, -3.49, 5.60], [5.05, -0.55, -2.47], [0.11, -2.96, 3.39], [-2.70, -4.30, -1.72], [3.14, 1.51, 1.06], [-1.66, 2.76, -2.82], [0.80, -2.13, 5.94], [0.35, -1.20, 5.03], [-1.66, 5.44, -3.63], [2.04, 2.69, -0.93], [-2.86, 2.92, 0.78], [-1.14, 3.77, -2.01], [-3.10, 4.30, 0.51], [0.58, -3.90, 4.34], [-4.57, -6.36, 0.21], [1.18, -0.41, -2.46], [6.12, -0.61, -2.48], [3.75, 0.88, 0.42], [0.26, -0.15, 5.30], [4.87, -1.32, -0.48], [2.27, 0.08, 2.40], [-2.16, -4.29, -2.65], [-2.59, 2.35, -4.70], [2.45, 0.38, -4.44], [4.91, 0.28, -4.45], [3.72, 3.37, 0.14], [-1.68, 6.47, -3.95], [2.05, 3.60, -1.53], [3.75, 1.74, 1.94], [-3.31, -6.35, -1.92], [-0.16, -4.49, 1.90], [0.65, -4.95, 4.07], [1.07, -1.81, 6.94], [2.24, 3.46, 1.06], [-1.66, 1.73, -2.48], [-0.75, 5.87, -1.73], [1.19, 1.41, 1.98], [-4.63, -4.33, 1.62], [-2.59, 4.71, -5.41], [2.39, 1.86, -1.55]]
}


No. 4
{
  "formula": "C33H26Cl5OPtSb2",
  "method": "ωB97M-V with the def2-TZVPD basis set",
  "charge": 1,
  "e_above_lowest_kcal_mol": 48.4,
  "homo_energy_ev": [-10.3, -10.4],
  "lumo_energy_ev": [-6.28, -6.14],
  "species": ["Pt", "Sb", "Sb", "Cl", "Cl", "Cl", "Cl", "Cl", "O", "C", "C", "C", "C", "C", "C", "C", "C", "C", "C", "C", "C", "C", "C", "C", "C", "C", "C", "C", "C", "C", "C", "C", "C", "C", "C", "C", "C", "C", "C", "C", "C", "C", "H", "H", "H", "H", "H", "H", "H", "H", "H", "H", "H", "H", "H", "H", "H", "H", "H", "H", "H", "H", "H", "H", "H", "H", "H", "H"],
  "positions_angstrom": [[-0.91, -0.83, -0.47], [1.54, -1.12, -1.35], [-0.51, -2.50, 1.33], [-6.14, 3.13, -2.98], [-5.69, 0.08, -3.36], [-1.02, 3.67, -1.37], [-3.82, 4.95, -2.02], [-2.88, -1.16, -2.72], [-0.94, 0.82, -1.74], [0.04, -0.84, 5.83], [3.30, 0.74, -2.98], [-2.45, 0.11, 0.51], [-0.26, -1.80, 3.25], [-3.16, 0.53, -2.57], [3.65, -0.69, 0.89], [-3.78, -0.29, 0.44], [-4.47, 1.82, 1.38], [4.22, -0.01, 1.96], [3.66, 1.50, -4.08], [-2.13, 1.35, 1.05], [-1.06, -0.73, 3.69], [2.17, -0.07, -3.05], [-4.79, 0.57, 0.88], [2.61, -0.12, 0.17], [2.15, 1.15, 0.52], [1.39, -0.11, -4.21], [-2.10, 1.33, -2.07], [1.48, -4.00, -0.47], [0.82, -1.92, 5.40], [2.36, -3.08, -1.33], [-0.89, -0.25, 4.98], [1.76, 0.65, -5.30], [1.33, -3.53, 0.99], [-4.40, 1.08, -2.84], [2.72, 1.83, 1.58], [-2.32, 2.72, -1.94], [-3.56, 3.27, -2.23], [3.75, 1.25, 2.31], [-3.14, 2.21, 1.48], [-4.61, 2.45, -2.67], [0.66, -2.40, 4.11], [2.89, 1.46, -5.24], [0.50, -0.73, -4.26], [0.17, -0.47, 6.84], [-4.05, -1.26, 0.05], [-5.25, 2.50, 1.70], [3.39, -3.04, -0.96], [5.04, -0.45, 2.51], [1.92, -5.00, -0.47], [1.53, -2.38, 6.07], [1.35, 1.62, -0.05], [2.36, 2.82, 1.84], [-1.49, 0.57, 5.33], [1.16, 0.62, -6.21], [-1.09, 1.66, 1.14], [-2.88, 3.17, 1.90], [3.89, 0.78, -2.08], [-5.82, 0.26, 0.81], [1.27, -3.24, 3.78], [3.17, 2.06, -6.09], [2.08, -2.80, 1.28], [4.19, 1.78, 3.14], [2.39, -3.43, -2.36], [4.05, -1.66, 0.62], [1.39, -4.36, 1.69], [0.51, -4.10, -0.96], [4.54, 2.13, -4.04], [-1.79, -0.28, 3.04]]
}


No. 5
{
  "formula": "C33H26F10MoN6O4",
  "method": "ωB97M-V with the def2-TZVPD basis set",
  "charge": 0,
  "e_above_lowest_kcal_mol": 0.0,
  "homo_energy_ev": [-7.5, -8.0],
  "lumo_energy_ev": [-0.31, -0.55],
  "s_squared": 2.01,
  "spin_multiplicity": 3,
  "species": ["Mo", "F", "F", "F", "F", "F", "F", "F", "F", "F", "F", "O", "O", "O", "O", "N", "N", "N", "N", "N", "N", "C", "C", "C", "C", "C", "C", "C", "C", "C", "C", "C", "C", "C", "C", "C", "C", "C", "C", "C", "C", "C", "C", "C", "C", "C", "C", "C", "C", "C", "C", "C", "C", "C", "H", "H", "H", "H", "H", "H", "H", "H", "H", "H", "H", "H", "H", "H", "H", "H", "H", "H", "H", "H", "H", "H", "H", "H", "H", "H"],
  "positions_angstrom": [[-0.48, -0.92, -0.26], [1.00, -2.66, 2.55], [-2.57, 0.23, 5.41], [1.20, 1.83, -1.45], [1.61, 4.33, -0.69], [1.65, -1.80, 4.99], [-0.14, -0.36, 6.47], [-0.46, 5.88, 0.19], [-3.38, 2.27, -0.33], [-2.95, 4.80, 0.33], [-3.21, -0.52, 2.94], [-0.19, -0.06, -3.83], [1.29, -0.42, 0.73], [2.91, -1.88, -1.03], [-1.12, 0.54, 1.16], [0.69, -3.84, -1.39], [-2.20, -1.95, -1.29], [1.00, -0.96, -2.04], [-1.33, 0.60, -1.35], [0.62, -2.96, -0.26], [-1.37, -1.99, 1.29], [2.56, 0.77, -4.93], [0.37, 3.83, -0.64], [0.09, -1.93, 3.22], [-1.13, 1.94, -1.02], [-2.67, -2.61, 1.03], [-2.67, -3.05, -0.41], [-1.94, 4.08, -0.15], [-0.52, 1.38, 1.92], [4.87, 0.36, -4.31], [-0.67, 4.63, -0.20], [0.13, 2.53, -1.05], [-1.94, -2.53, -2.63], [3.13, -0.47, -2.95], [4.48, -0.35, -3.18], [3.20, 0.42, 1.76], [-1.13, -1.63, 2.62], [-0.76, 3.24, 3.46], [-2.55, 0.29, -2.10], [3.92, 0.91, -5.17], [2.19, 0.07, -3.80], [-1.70, -0.49, 4.70], [2.37, -1.18, -1.87], [0.89, 1.45, 2.11], [1.73, 0.48, 1.49], [-2.15, 2.77, -0.53], [-2.02, -0.90, 3.42], [0.64, 3.33, 3.62], [1.43, 2.44, 2.96], [-3.21, -0.88, -1.42], [0.85, -0.28, -3.25], [-1.33, 2.30, 2.65], [-0.46, -0.77, 5.24], [0.44, -1.50, 4.49], [-2.30, 0.06, -3.14], [1.82, 1.18, -5.60], [-1.30, -3.41, -2.51], [-2.89, -2.84, -3.07], [1.52, -4.42, -1.30], [3.67, 1.38, 1.52], [-3.24, 1.14, -2.12], [4.26, 1.46, -6.04], [2.51, 2.49, 3.09], [5.92, 0.49, -4.52], [1.56, -2.66, 0.00], [-3.67, -3.37, -0.73], [3.64, -0.36, 1.15], [-3.53, -0.58, -0.42], [-1.45, -1.81, -3.27], [3.39, 0.22, 2.81], [-2.40, 2.23, 2.52], [-3.51, -1.94, 1.23], [-2.81, -3.49, 1.67], [0.19, -3.46, 0.51], [1.07, 4.09, 4.26], [-1.40, 3.93, 4.00], [-1.99, -3.88, -0.55], [5.20, -0.80, -2.51], [0.85, -3.24, -2.19], [-4.07, -1.26, -1.98]]
}


No. 6
{
  "formula": "C33H26NO8PS",
  "method": "ωB97M-V with the def2-TZVPD basis set",
  "charge": 0,
  "homo_energy_ev": -9.3,
  "lumo_energy_ev": -1.22,
  "smiles": "O=C1NC[C@@H](S)[C@H]1CP(=O)(O)O.O=C1c2ccccc2C(=O)c2ccccc21.O=C1c2ccccc2C(=O)c2ccccc21",
  "species": ["S", "P", "O", "O", "O", "O", "O", "O", "O", "O", "N", "C", "C", "C", "C", "C", "C", "C", "C", "C", "C", "C", "C", "C", "C", "C", "C", "C", "C", "C", "C", "C", "C", "C", "C", "C", "C", "C", "C", "C", "C", "C", "C", "C", "H", "H", "H", "H", "H", "H", "H", "H", "H", "H", "H", "H", "H", "H", "H", "H", "H", "H", "H", "H", "H", "H", "H", "H", "H", "H"],
  "positions_angstrom": [[1.05, 0.06, -1.12], [-3.12, 1.40, 1.65], [0.80, -0.49, 3.27], [-5.23, -2.92, 0.86], [8.36, 3.46, -5.76], [-2.77, 2.73, 2.64], [-4.16, 0.56, 2.42], [-3.76, 2.02, 0.19], [-6.93, -6.51, 4.42], [4.84, 3.64, -1.76], [1.98, 1.41, 2.29], [-6.06, -5.08, 1.23], [8.81, 4.63, -0.93], [-6.03, -5.41, -0.12], [-6.35, -3.95, 5.37], [-6.48, -6.03, 2.17], [-6.79, -7.63, 0.40], [-5.65, -3.73, 1.67], [1.92, 2.05, 0.92], [3.52, 2.30, -5.49], [7.99, 3.87, -3.48], [5.74, 2.70, -6.34], [-5.53, -1.74, 4.86], [9.74, 4.55, -1.96], [-0.21, 1.02, 1.41], [5.65, 3.57, -2.66], [-6.22, -4.31, 4.03], [5.24, 3.12, -4.01], [-1.64, 0.32, 1.23], [0.67, 1.38, 0.12], [7.48, 4.32, -1.16], [7.07, 3.93, -2.43], [4.42, 2.30, -6.55], [-6.01, -2.66, 5.79], [9.33, 4.17, -3.23], [-6.83, -7.31, 1.75], [0.84, 0.45, 2.46], [3.92, 2.71, -4.23], [6.15, 3.10, -5.07], [-6.57, -5.68, 3.61], [7.56, 3.48, -4.84], [-5.75, -3.37, 3.10], [-6.40, -6.68, -0.54], [-5.40, -2.09, 3.53], [-1.72, -0.12, 0.17], [-6.72, -4.66, 6.10], [-7.15, -8.06, 2.47], [6.76, 4.39, -0.35], [10.78, 4.78, -1.77], [-0.42, 2.07, 1.83], [9.13, 4.94, 0.07], [-3.10, 2.70, -0.10], [-6.38, -6.93, -1.59], [6.44, 2.70, -7.16], [4.10, 1.99, -7.54], [1.52, 3.10, 1.12], [0.02, -0.08, -2.04], [2.90, 2.19, 0.35], [2.49, 1.98, -5.66], [-5.72, -4.67, -0.85], [0.04, 2.22, -0.35], [-7.07, -8.63, 0.07], [-5.03, -1.36, 2.81], [-6.12, -2.38, 6.83], [-1.70, -0.60, 1.92], [10.06, 4.11, -4.04], [-5.26, -0.74, 5.19], [1.74, 2.09, 3.03], [3.21, 2.71, -3.41], [-1.99, 2.57, 3.21]]
}